{
  "formula": "C84H194N6O16",
  "method": "ωB97M-V/def2-TZVPD",
  "fmax_ev_per_a": 5.07,
  "de_lowest_ev": 2.151,
  "lumo_ev": 0.23,
  "gap_ev": 7.9622,
  "energy_ha": -4848.62626,
  "symbols": ["C", "C", "C", "O", "H", "H", "H", "H", "H", "H", "H", "H", "C", "C", "C", "O", "H", "H", "H", "H", "H", "H", "H", "H", "C", "C", "C", "O", "H", "H", "H", "H", "H", "H", "H", "H", "C", "C", "C", "O", "H", "H", "H", "H", "H", "H", "H", "H", "C", "C", "C", "O", "H", "H", "H", "H", "H", "H", "H", "H", "C", "C", "C", "O", "H", "H", "H", "H", "H", "H", "H", "H", "C", "C", "C", "O", "H", "H", "H", "H", "H", "H", "H", "H", "C", "C", "C", "O", "H", "H", "H", "H", "H", "H", "H", "H", "C", "C", "C", "O", "H", "H", "H", "H", "H", "H", "H", "H", "C", "C", "C", "O", "H", "H", "H", "H", "H", "H", "H", "H", "C", "C", "C", "C", "C", "C", "N", "O", "C", "C", "C", "H", "H", "H", "H", "H", "H", "H", "H", "H", "H", "H", "H", "H", "H", "H", "H", "H", "H", "H", "C", "C", "C", "C", "C", "C", "N", "O", "C", "C", "C", "H", "H", "H", "H", "H", "H", "H", "H", "H", "H", "H", "H", "H", "H", "H", "H", "H", "H", "H", "C", "C", "C", "C", "C", "C", "N", "O", "C", "C", "C", "H", "H", "H", "H", "H", "H", "H", "H", "H", "H", "H", "H", "H", "H", "H", "H", "H", "H", "H", "C", "C", "C", "C", "C", "C", "N", "O", "C", "C", "C", "H", "H", "H", "H", "H", "H", "H", "H", "H", "H", "H", "H", "H", "H", "H", "H", "H", "H", "H", "C", "C", "C", "C", "C", "C", "N", "O", "C", "C", "C", "H", "H", "H", "H", "H", "H", "H", "H", "H", "H", "H", "H", "H", "H", "H", "H", "H", "H", "H", "C", "C", "C", "C", "C", "C", "N", "O", "C", "C", "C", "H", "H", "H", "H", "H", "H", "H", "H", "H", "H", "H", "H", "H", "H", "H", "H", "H", "H", "H"],
  "xyz": [[-1.7173, -4.5854, -5.4452], [-0.7078, -3.4064, -5.2077], [-1.3002, -2.2676, -4.4758], [0.4083, -3.7834, -4.4476], [-1.4418, -5.5966, -5.1458], [-1.9036, -4.8994, -6.4723], [-2.7188, -4.4390, -5.0406], [-0.3595, -3.1475, -6.2076], [-2.1333, -1.7779, -4.9800], [-0.7016, -1.4356, -4.1049], [-1.7123, -2.7384, -3.5832], [0.1706, -4.4358, -3.7846], [-5.2201, 1.5454, -5.9382], [-6.1552, 0.7292, -5.0426], [-6.2984, 1.3077, -3.6274], [-7.4880, 0.5169, -5.4967], [-5.2584, 1.1899, -6.9679], [-4.1558, 1.5577, -5.7032], [-5.6987, 2.5237, -5.8928], [-5.7217, -0.2603, -4.8972], [-6.5968, 2.3535, -3.6998], [-5.2844, 1.3471, -3.2294], [-6.9259, 0.8124, -2.8865], [-7.5446, -0.0225, -6.2888], [-1.4807, -6.8174, 4.1263], [-1.1242, -5.4578, 3.6841], [-1.8890, -4.3491, 4.5064], [0.2616, -5.1858, 3.5343], [-1.2286, -6.9992, 5.1711], [-0.9391, -7.5206, 3.4936], [-2.4757, -7.1743, 3.8606], [-1.5309, -5.3510, 2.6784], [-1.9332, -3.4354, 3.9137], [-1.3149, -4.1912, 5.4194], [-2.9504, -4.5901, 4.5646], [0.4934, -4.6127, 2.7998], [-4.5013, 5.4835, -6.8060], [-4.0446, 5.8703, -5.4304], [-4.9530, 5.6173, -4.3203], [-2.8312, 5.2369, -5.0775], [-3.8325, 5.9848, -7.5056], [-5.4862, 5.7842, -7.1632], [-4.5341, 4.4051, -6.9614], [-3.8619, 6.9446, -5.4071], [-5.9543, 6.0055, -4.5070], [-4.5922, 6.1957, -3.4697], [-5.1525, 4.5642, -4.1221], [-3.0411, 4.3407, -4.8048], [2.5155, -3.9669, 1.9751], [3.6445, -4.6518, 2.7517], [4.7644, -5.2898, 1.8196], [4.3053, -3.6678, 3.5581], [1.7881, -3.3298, 2.4780], [1.8824, -4.7427, 1.5443], [2.8006, -3.4643, 1.0509], [3.2903, -5.3150, 3.5409], [5.4935, -5.7895, 2.4575], [5.2573, -4.5662, 1.1704], [4.2117, -5.9974, 1.2015], [3.7637, -3.5955, 4.3474], [2.1855, 4.1441, -3.9089], [1.5208, 3.7856, -5.2259], [2.5451, 3.0709, -6.1336], [0.4031, 2.9702, -5.0976], [1.5387, 3.8283, -3.0904], [2.4355, 5.2050, -3.9030], [3.1561, 3.6607, -3.7979], [1.2180, 4.7091, -5.7193], [3.3949, 3.6813, -6.4391], [2.1507, 2.5036, -6.9766], [2.8974, 2.2510, -5.5076], [-0.1938, 3.1925, -5.8159], [-0.7409, 0.4112, -8.1923], [-1.7015, -0.5207, -8.8094], [-1.2748, -1.9880, -8.6224], [-2.8343, -0.3085, -8.0634], [0.2317, 0.1860, -8.6298], [-0.7670, 0.1705, -7.1295], [-1.0704, 1.4339, -8.3754], [-1.9320, -0.3108, -9.8539], [-0.2242, -1.9820, -8.3323], [-1.3809, -2.1885, -9.6885], [-1.8186, -2.6915, -7.9920], [-3.0556, 0.6041, -8.2626], [5.2332, -2.5429, -7.9084], [6.3132, -1.5077, -7.4339], [7.7853, -1.9629, -7.6737], [5.9867, -0.3472, -8.0432], [4.3242, -2.1551, -7.4487], [5.5518, -3.4777, -7.4470], [5.2282, -2.5353, -8.9984], [6.2822, -1.4081, -6.3489], [7.9923, -2.1931, -8.7188], [8.1950, -2.8389, -7.1708], [8.5570, -1.2272, -7.4471], [5.2325, -0.4982, -8.6176], [3.2671, -4.5786, 7.0714], [2.0460, -4.9061, 6.2802], [0.8799, -5.2608, 7.2726], [1.7213, -3.8254, 5.4813], [3.0866, -3.6858, 7.6701], [4.1836, -4.3057, 6.5483], [3.5588, -5.4274, 7.6898], [2.2418, -5.7159, 5.5774], [1.0753, -6.1549, 7.8645], [0.0227, -5.4087, 6.6156], [0.5756, -4.4004, 7.8686], [1.0064, -4.0036, 4.8659], [7.7227, 1.9546, 1.6783], [7.1868, 0.7727, 0.9252], [5.6738, 0.3994, 1.2270], [7.4467, 1.0956, -0.4122], [8.7517, 2.1147, 1.3564], [7.8994, 1.5578, 2.6780], [7.2838, 2.9149, 1.4075], [7.9733, 0.0196, 0.9721], [5.5241, 0.1174, 2.2691], [5.2978, -0.3606, 0.5421], [4.9244, 1.1868, 1.1467], [7.4736, 2.0553, -0.4145], [7.4770, -3.6280, -3.3150], [6.3730, -3.3486, -2.3824], [5.3910, -2.3682, -3.0956], [4.3831, -3.0447, -3.9497], [3.6832, -4.0743, -2.9752], [4.5529, -5.1632, -2.5029], [5.7500, -4.5809, -1.8767], [6.6041, -5.5019, -1.3254], [3.7411, -5.9799, -1.4389], [4.9436, -6.1320, -3.6831], [6.7562, -2.4121, -1.1440], [7.8857, -2.7482, -3.8119], [7.2486, -4.5005, -3.9271], [8.2815, -4.1513, -2.7981], [4.8572, -1.7647, -2.3615], [6.0169, -1.7018, -3.6892], [4.7216, -3.4756, -4.8919], [3.6812, -2.2678, -4.2527], [2.8465, -4.4724, -3.5492], [3.2377, -3.6307, -2.0848], [3.0550, -5.3747, -0.8464], [2.9693, -6.5085, -1.9985], [4.2908, -6.6773, -0.8068], [4.1734, -6.8688, -3.9114], [5.1863, -5.6029, -4.6046], [5.8186, -6.7400, -3.4531], [7.7024, -1.8983, -1.3138], [6.8772, -2.9889, -0.2270], [6.1773, -1.5115, -0.9395], [6.5791, -5.1177, -0.4460], [3.2763, -0.0415, 4.5766], [2.8513, 0.6358, 5.8497], [2.3095, 2.0296, 5.4305], [1.2914, 2.7487, 6.3707], [0.2316, 1.6789, 6.9267], [0.9347, 0.5054, 7.5884], [1.7752, -0.1259, 6.5493], [2.2754, -1.3476, 7.0296], [1.6329, 0.8853, 8.8756], [-0.3020, -0.4831, 7.9332], [4.0109, 0.8002, 6.8312], [3.5260, -1.0975, 4.6793], [4.1699, 0.4587, 4.2033], [2.4787, 0.0005, 3.8349], [3.1851, 2.6776, 5.3928], [1.9224, 2.0820, 4.4130], [0.8862, 3.6423, 5.8960], [1.9325, 3.1566, 7.1522], [-0.3778, 1.4781, 6.0456], [-0.4252, 2.2028, 7.6211], [2.5680, 0.3304, 8.9513], [1.7093, 1.9660, 8.9945], [1.0929, 0.5537, 9.7626], [-0.0556, -1.3804, 8.5008], [-1.1377, -0.0282, 8.4651], [-0.7126, -0.8584, 6.9959], [4.0836, 1.6454, 7.5157], [4.9352, 0.9290, 6.2680], [4.3391, -0.1231, 7.3088], [2.0517, -2.0688, 6.4368], [-4.8366, 2.1099, 4.8276], [-4.1376, 3.5288, 4.3722], [-4.0302, 3.4292, 2.8211], [-5.3302, 3.7113, 1.9757], [-5.9045, 5.0450, 2.5276], [-6.2958, 5.0811, 3.9835], [-5.0575, 4.6360, 4.8221], [-5.2244, 4.6958, 6.2158], [-6.5935, 6.5507, 4.3316], [-7.4776, 4.2024, 4.3158], [-2.6578, 3.6716, 4.9348], [-5.2802, 2.2842, 5.8078], [-4.0731, 1.3433, 4.9597], [-5.5013, 1.7837, 4.0276], [-3.2736, 4.0791, 2.3815], [-3.7444, 2.4373, 2.4711], [-5.9810, 2.8450, 2.0947], [-5.0891, 3.7172, 0.9127], [-6.8289, 5.2089, 1.9737], [-5.2120, 5.8403, 2.2519], [-5.6550, 7.1036, 4.3708], [-7.3471, 6.9219, 3.6371], [-6.8866, 6.7965, 5.3523], [-7.3413, 3.9727, 5.3726], [-8.3399, 4.8680, 4.2762], [-7.6153, 3.2742, 3.7614], [-1.9985, 2.8382, 4.6920], [-2.7880, 3.6926, 6.0168], [-2.1109, 4.5668, 4.6391], [-4.7855, 5.5464, 6.2901], [3.6790, 6.8508, 2.6536], [2.2297, 6.4967, 2.5226], [1.3196, 7.6408, 3.1040], [-0.1747, 7.6051, 2.7290], [-0.2498, 7.4764, 1.1880], [0.4769, 6.2276, 0.6234], [1.9498, 6.3170, 1.0619], [2.7116, 5.3563, 0.5671], [-0.2162, 4.8788, 0.8655], [0.3965, 6.3270, -0.9914], [2.0079, 5.2317, 3.4301], [4.3888, 6.0731, 2.3718], [3.7549, 7.3303, 3.6296], [3.9991, 7.6314, 1.9635], [1.2953, 7.5415, 4.1892], [1.7121, 8.6110, 2.7993], [-0.7096, 8.4843, 3.0884], [-0.7154, 6.7836, 3.1990], [0.0945, 8.4327, 0.7943], [-1.2951, 7.4256, 0.8830], [0.1893, 4.0575, 0.2746], [-0.0832, 4.4846, 1.8730], [-1.2936, 5.0212, 0.7808], [-0.6203, 6.5342, -1.3251], [1.1761, 6.9973, -1.3534], [0.8506, 5.4222, -1.3954], [2.0256, 4.3175, 2.8368], [0.9812, 5.1517, 3.7872], [2.7487, 5.1096, 4.2203], [3.3560, 5.7698, -0.0121], [-4.1246, -2.6566, -1.4855], [-5.3267, -2.2950, -0.4525], [-6.4382, -1.4189, -1.1468], [-7.5138, -2.1057, -1.9358], [-8.0708, -3.2887, -1.0040], [-7.0487, -4.2401, -0.3582], [-5.9744, -3.4500, 0.3023], [-5.1268, -4.2304, 1.1559], [-7.9316, -5.0374, 0.6868], [-6.4914, -5.1648, -1.4563], [-4.6166, -1.4025, 0.6235], [-3.7647, -1.7299, -1.9324], [-4.4741, -3.4021, -2.1998], [-3.3508, -3.0029, -0.8004], [-6.9870, -0.7486, -0.4852], [-6.0121, -0.7584, -1.9020], [-7.0778, -2.4668, -2.8672], [-8.2480, -1.3855, -2.2969], [-8.7499, -3.8704, -1.6275], [-8.7107, -2.8209, -0.2558], [-7.3862, -5.8879, 1.0959], [-8.1545, -4.3655, 1.5156], [-8.8504, -5.3849, 0.2143], [-5.5675, -5.6408, -1.1279], [-7.1069, -6.0255, -1.7181], [-6.1796, -4.7231, -2.4027], [-4.3385, -0.4290, 0.2196], [-3.7196, -1.8873, 1.0090], [-5.1911, -1.2751, 1.5410], [-5.5940, -4.3540, 1.9854], [-0.0451, 0.7960, 2.2844], [-0.0859, 0.0561, 0.8980], [-0.9668, 0.9392, 0.0279], [-1.0514, 0.5260, -1.5165], [0.4005, 0.3251, -2.0960], [1.2976, -0.4999, -1.1913], [1.2438, -0.0212, 0.1833], [2.1275, -0.8427, 1.0062], [0.9196, -2.0232, -1.4037], [2.8137, -0.3238, -1.6403], [-0.7881, -1.3014, 1.2270], [-1.0346, 1.0533, 2.6623], [0.6056, 1.6700, 2.2563], [0.4534, 0.1742, 3.0280], [-1.9735, 0.9176, 0.4451], [-0.6845, 1.9904, 0.0858], [-1.7266, 1.2111, -2.0291], [-1.5228, -0.4564, -1.5454], [0.8355, 1.3238, -2.0568], [0.3977, 0.1592, -3.1733], [1.4903, -2.4170, -2.2447], [1.3206, -2.6327, -0.5939], [-0.1158, -2.3033, -1.5971], [3.0811, -0.4909, -2.6837], [2.8774, 0.7599, -1.5418], [3.6771, -0.7402, -1.1215], [-0.2383, -2.1831, 1.5561], [-1.3263, -1.6152, 0.3326], [-1.5902, -1.0457, 1.9194], [2.8829, -0.2799, 1.1914]]
}